Record 1
# C4H9NO2

A 2-piece molecular cluster, C4H9NO2 overall in a non-equilibrium geometry (wB97M-V/def2-TZVPD, OMol25).

Geometry as XYZ:
```
16
Properties=species:S:1:pos:R:3:nbo_charge:R:1
H 1.300 0.594 1.189 0.34
N 1.327 -0.089 0.430 -0.55
C 1.025 0.426 -0.729 0.06
C 0.956 1.895 -1.025 -0.68
H 1.246 -0.216 -1.581 0.18
H 0.094 2.087 -1.666 0.24
H 0.810 2.474 -0.113 0.22
H 1.851 2.232 -1.546 0.23
C -0.935 -1.742 1.512 -0.26
O -1.000 -0.432 0.977 -0.58
C -1.132 -0.295 -0.494 0.64
O -1.820 0.567 -0.959 -0.52
H 0.094 -2.103 1.414 0.19
H -1.221 -1.689 2.562 0.20
H -1.613 -2.416 0.978 0.17
H -0.982 -1.292 -0.950 0.13
```

**HOMO-LUMO gap**: 10.082 eV
**E**: -362.95784 hartree
**Energy relative to the best compared isomer or geometry (same formula, charge and spin)**: 80.1 kcal per mole
**SMILES**: [H]/N=C\C.COC=O

***

Record 2
# C4H9NO2

One molecule with the formula C4H9NO2 (wB97M-V/def2-TZVPD, OMol25).

Geometry as XYZ:
```
16
Properties=species:S:1:pos:R:3:nbo_charge:R:1
C -1.299 1.366 -0.435 -0.62
C -0.273 0.527 0.330 -0.06
C -0.714 -0.937 0.408 -0.12
O -0.246 -1.562 1.591 -0.73
N 1.109 0.605 -0.274 -0.62
C 1.874 -0.467 -0.645 0.53
O 1.487 -1.537 -1.085 -0.62
H -0.898 2.352 -0.676 0.21
H -2.212 1.519 0.159 0.22
H -1.587 0.875 -1.371 0.21
H -0.164 0.914 1.351 0.21
H -1.803 -1.058 0.302 0.17
H -0.246 -1.402 -0.459 0.23
H 0.332 -2.285 1.318 0.48
H 1.681 1.397 -0.003 0.39
H 2.959 -0.306 -0.510 0.11
```

**HOMO-LUMO gap**: 10.523 eV
**E**: -363.03405 hartree
**Energy relative to the best compared isomer or geometry (same formula, charge and spin)**: 32.3 kcal per mole
**SMILES**: C[C@@H](CO)NC=O

***

Record 3
# C4H9NO2

One molecule with the formula C4H9NO2 in a non-equilibrium geometry (wB97M-V/def2-TZVPD, OMol25).

Geometry as XYZ:
```
16
Properties=species:S:1:pos:R:3:nbo_charge:R:1
C -0.551 -0.088 -2.726 -0.41
N -0.265 0.341 -1.356 -0.69
C -0.324 -0.648 -0.364 0.69
O -1.050 -1.601 -0.453 -0.57
C 0.652 -0.417 0.759 -0.53
C 0.492 0.986 1.367 -0.06
O 1.157 1.040 2.648 -0.72
H -1.570 0.161 -2.994 0.19
H 0.174 0.364 -3.400 0.19
H -0.366 -1.155 -2.779 0.22
H -0.467 1.306 -1.170 0.39
H 1.688 -0.663 0.556 0.24
H 0.435 -1.126 1.557 0.22
H -0.559 1.138 1.550 0.17
H 1.031 1.700 0.766 0.19
H 0.495 0.794 3.307 0.46
```

**HOMO-LUMO gap**: 10.281 eV
**E**: -363.02601 hartree
**Energy relative to the best compared isomer or geometry (same formula, charge and spin)**: 37.4 kcal per mole
**SMILES**: CNC(=O)CCO

***

The lowest energy relative to the best compared isomer or geometry (same formula, charge and spin) belongs to which entry? number 2

***

Copy entry 1 word for word.
# C4H9NO2

A 2-piece molecular cluster, C4H9NO2 overall in a non-equilibrium geometry (wB97M-V/def2-TZVPD, OMol25).

Geometry as XYZ:
```
16
Properties=species:S:1:pos:R:3:nbo_charge:R:1
H 1.300 0.594 1.189 0.34
N 1.327 -0.089 0.430 -0.55
C 1.025 0.426 -0.729 0.06
C 0.956 1.895 -1.025 -0.68
H 1.246 -0.216 -1.581 0.18
H 0.094 2.087 -1.666 0.24
H 0.810 2.474 -0.113 0.22
H 1.851 2.232 -1.546 0.23
C -0.935 -1.742 1.512 -0.26
O -1.000 -0.432 0.977 -0.58
C -1.132 -0.295 -0.494 0.64
O -1.820 0.567 -0.959 -0.52
H 0.094 -2.103 1.414 0.19
H -1.221 -1.689 2.562 0.20
H -1.613 -2.416 0.978 0.17
H -0.982 -1.292 -0.950 0.13
```

**HOMO-LUMO gap**: 10.082 eV
**E**: -362.95784 hartree
**Energy relative to the best compared isomer or geometry (same formula, charge and spin)**: 80.1 kcal per mole
**SMILES**: [H]/N=C\C.COC=O